Entry 1:
A structure of composition C30H45BrN4OP2Pd. Source: the Open Molecules 2025 dataset; level of theory: wB97M-V/def2-TZVPD.

HOMO energy = -0.245 Eh
Frontier orbital gap = 6.0 eV
Spin multiplicity = 1
Charge = 0

Element x y z (Å)
C -8.377 -4.160 0.685
C -8.221 -2.843 0.196
C -9.356 -2.273 -0.368
C -10.564 -2.977 -0.431
N -10.692 -4.213 0.048
C -9.621 -4.800 0.589
C -6.974 -2.056 0.178
C -5.836 -1.604 0.147
C -4.473 -1.676 -0.263
C -3.438 -1.752 0.683
C -2.162 -1.580 0.212
C -1.764 -1.558 -1.202
C -2.896 -1.663 -2.118
C -4.205 -1.538 -1.626
Pd -3.697 1.432 -0.246
P -0.939 1.907 1.639
H -9.310 -1.275 -0.768
H -7.560 -4.701 1.140
H -11.437 -2.524 -0.866
H -9.777 -5.802 0.959
H -5.031 -1.213 -2.260
H -3.725 -1.848 1.748
H -2.750 -1.634 -3.204
H -1.388 -1.499 0.979
C 0.659 2.938 1.474
C 0.569 4.364 2.023
H 0.863 2.944 0.381
H 1.518 2.383 1.913
H 1.510 4.921 1.924
H -0.188 4.935 1.483
H 0.316 4.377 3.085
C -2.412 3.040 1.567
C -3.568 2.657 2.486
H -2.873 2.960 0.523
H -2.183 4.107 1.492
H -4.484 3.103 2.073
H -3.712 1.562 2.423
H -3.455 2.963 3.532
C -0.917 1.318 3.404
C -0.786 2.417 4.453
H -0.094 0.589 3.489
H -1.850 0.752 3.552
H -1.022 2.061 5.464
H 0.228 2.823 4.512
H -1.477 3.242 4.258
Br -0.625 -0.051 -1.330
P -2.189 3.260 -3.114
C -2.002 4.208 -1.589
C -1.950 5.760 -1.605
H -1.134 3.800 -1.018
H -2.935 3.924 -1.046
H -2.207 6.114 -0.593
H -0.961 6.154 -1.853
H -2.681 6.189 -2.305
C -0.514 2.584 -3.621
C -0.369 2.470 -5.152
H -0.444 1.570 -3.189
H 0.323 3.174 -3.194
H 0.615 2.049 -5.418
H -1.136 1.782 -5.527
H -0.479 3.432 -5.661
C -3.512 2.020 -3.049
C -4.907 2.444 -3.598
H -3.634 1.757 -1.920
H -3.205 1.074 -3.539
H -5.533 1.549 -3.723
H -5.437 3.104 -2.907
H -4.841 2.945 -4.571
C 3.125 -1.635 3.485
N 2.372 -2.040 2.343
C 2.092 -3.354 2.165
C 1.171 -3.716 1.214
C 0.659 -2.635 0.434
N 0.695 -1.387 0.837
C 1.642 -1.021 1.751
O 1.888 0.140 2.102
N 0.162 -3.071 -0.735
H 3.767 -0.795 3.248
H 3.710 -2.455 3.858
H 2.440 -1.290 4.257
H 2.625 -4.089 2.746
H 0.996 -4.698 0.827
H -0.293 -4.001 -0.719
H -0.037 -2.369 -1.466

Atom charges from the Löwdin analysis, given in e for atoms 1 to 5: -0.0097 -0.2123 -0.0319 -0.1333 0.0477

---

Entry 2:
A structure of composition C22H32N6O8P2Zr. Source: the Open Molecules 2025 dataset; level of theory: wB97M-V/def2-TZVPD.

HOMO energy = -0.488 Eh
Frontier orbital gap = 8.3 eV
Spin multiplicity = 1
Charge = +2
Energy relative to the best compared isomer or geometry (same formula, charge and spin) = 3.2 kcal per mole

Element x y z (Å)
Zr 0.306 0.420 -0.017
C 2.998 -0.844 1.759
C 3.314 -1.030 0.294
N 2.045 -1.257 -0.421
C 1.533 -2.630 -0.272
C 0.453 -2.714 0.770
C 0.069 -3.928 1.311
C -0.895 -3.943 2.303
C -1.415 -2.742 2.761
C -0.990 -1.566 2.173
C -1.491 -0.236 2.668
N -0.683 0.904 2.165
C 0.305 1.351 3.180
C 1.451 0.366 3.215
N 2.026 0.255 1.866
N -0.103 -1.558 1.167
H 3.902 -0.643 2.338
H 2.540 -1.745 2.175
H 4.010 -1.859 0.143
H 3.770 -0.129 -0.116
H 2.185 -1.068 -1.407
H 2.339 -3.320 -0.008
H 1.128 -2.969 -1.224
H 0.532 -4.842 0.966
H -1.214 -4.880 2.742
H -2.128 -2.714 3.573
H -1.480 -0.243 3.761
H -2.528 -0.107 2.364
H -1.317 1.682 2.009
H -0.164 1.420 4.164
H 0.658 2.338 2.894
H 1.105 -0.624 3.519
H 2.198 0.682 3.948
H 2.511 1.131 1.686
O -0.135 -0.562 -1.708
C -0.839 -1.626 -2.112
C -0.332 -2.478 -3.095
C -1.025 -3.620 -3.452
C -2.241 -3.934 -2.849
C -2.776 -3.065 -1.920
C -2.095 -1.900 -1.556
C -2.726 -0.861 -0.759
N -2.122 0.131 -0.121
C -3.127 0.990 0.293
C -4.333 0.490 -0.058
N -4.066 -0.684 -0.718
H 0.609 -2.224 -3.569
H -0.615 -4.276 -4.210
H -2.769 -4.836 -3.120
H -3.733 -3.298 -1.465
H -2.930 1.929 0.784
H -5.333 0.860 0.083
H -4.738 -1.258 -1.201
C 1.677 3.753 -3.105
C 1.275 3.924 -1.649
O 1.599 5.211 -1.112
P -0.500 3.621 -1.334
O -1.202 4.080 -2.660
O -0.957 4.562 -0.160
O -0.777 2.199 -0.970
P 2.069 2.672 -0.570
O 3.594 3.051 -0.465
O 1.324 2.616 0.741
O 1.937 1.308 -1.221
H 1.185 4.501 -3.728
H 1.392 2.767 -3.471
H 2.759 3.852 -3.197
H 1.843 5.803 -1.837
H -2.163 3.997 -2.728
H -0.492 5.413 -0.120
H 3.790 3.931 -0.112

Atom charges from the Löwdin analysis, given in e for atoms 1 to 5: 1.8993 -0.1645 -0.1598 -0.1367 -0.1061

---

Entry 3:
A cluster of 2 separate species, C2H6FP in total. Source: the Open Molecules 2025 dataset; level of theory: wB97M-V/def2-TZVPD.

HOMO energy (alpha / beta) = -0.334 / -0.298 Eh
Frontier orbital gap (alpha / beta) = 8.6 / 8.1 eV
Spin multiplicity = 1
Charge = 0
Energy relative to the best compared isomer or geometry (same formula, charge and spin) = 96.3 kcal per mole

Element x y z (Å)
C 0.083 -0.446 1.547
C -0.198 0.180 -1.828
F -0.763 -1.056 -1.972
P -0.643 1.100 1.056
H 1.095 -0.422 2.087
H 0.268 -0.948 0.597
H -0.542 -0.985 2.153
H -0.626 0.850 -2.547
H 0.819 0.021 -1.827
H 0.506 1.706 0.735

Atom charges from the natural (NBO) analysis, given in e for atoms 1 to 5: -0.9912 0.0643 -0.3623 0.3932 0.2347

---

How do the records compare in calculated total energy? In the order shown, they have -4848.71894; -2517.80297; -520.86821 hartree.